16
Properties=species:S:1:pos:R:3:forces:R:3:lowdin_charge:R:1 method="wB97M-V/def2-TZVPD" lumo_ev=0.8 e_tot_ha=-288.5385 multiplicity=1 homo_ev=-7.574 gap_ev=8.4
C -0.3011 1.5895 0.3109 0.002 -0.131 0.131 -0.01
C -0.4496 0.2512 -0.3743 -0.001 0.235 0.221 -0.43
C 0.5924 -0.2155 -1.3511 0.464 -0.552 0.461 -0.07
C 1.0196 -0.8294 -0.0448 0.278 0.780 -0.652 -0.32
C 1.8440 -0.7559 0.9718 0.274 -0.071 -0.553 -0.01
C -0.7657 -1.1869 0.5298 0.136 -0.296 0.276 -0.10
N -1.6885 -0.4380 -0.3238 -0.180 0.279 -0.095 0.06
H 0.7273 1.9639 0.2702 -0.220 -0.220 -0.083 0.09
H -0.5677 1.5012 1.3669 -0.022 0.015 -0.050 0.09
H -0.9725 2.3286 -0.1516 0.098 -0.288 -0.004 0.09
H 1.2782 0.5384 -1.7614 -0.403 -0.187 0.245 0.12
H 0.1964 -0.8944 -2.1085 0.058 0.068 0.075 0.12
H 2.8703 -0.7001 0.5456 -0.258 -0.144 0.313 0.01
H -0.7170 -2.2435 0.2648 0.066 0.302 -0.026 0.12
H -0.7354 -1.0004 1.6012 -0.127 0.141 -0.214 0.11
H -2.3306 0.0913 0.2543 -0.165 0.068 -0.043 0.11